# 1
A structure of composition C44H36F5N6O7STa. Source: OMol25; level of theory: the ωB97M-V functional and the def2-TZVPD basis.

Properties
- Energy relative to the best compared isomer or geometry (same formula, charge and spin): 0.0 kJ/mol
- Total charge: +2
- Multiplicity: 1
- E_tot: -95439.3902 eV
- E_HOMO: -13.74 eV
- Molar mass: 1068.8 g/mol
- Gap between HOMO and LUMO: 0.2238 Eh

```
100
Properties=species:S:1:pos:R:3:mulliken_charge:R:1
Ta -0.440 0.386 -0.057 1.801
F -2.682 1.880 6.360 -0.273
C -2.639 1.803 5.046 0.540
C -1.478 1.372 4.415 -0.858
F -0.398 1.031 5.111 -0.321
C -1.486 1.300 3.044 -0.725
F -0.360 0.854 2.389 0.845
C -2.563 1.628 2.254 1.084
S -2.442 1.585 0.499 -0.480
C -3.712 2.058 2.903 0.046
F -4.782 2.393 2.198 -0.278
C -3.753 2.144 4.288 0.313
F -4.852 2.552 4.892 -0.266
C -0.059 -1.980 3.655 -1.608
C 0.078 -2.924 2.488 0.979
C -0.272 -4.256 2.697 -0.937
C -0.107 -5.210 1.709 -1.298
C 0.444 -4.844 0.493 -0.635
C 0.789 -3.523 0.226 1.182
C 1.462 -3.198 -1.076 -1.225
C 0.553 -2.567 1.220 -1.460
N 0.892 -1.161 0.971 1.525
C 2.013 -0.751 1.456 1.241
C 3.030 -1.606 2.123 -2.148
C 2.337 0.713 1.296 1.360
C 3.508 1.266 2.025 -2.208
N 1.541 1.385 0.547 0.945
C 1.955 2.723 0.142 -0.720
C 3.059 2.849 -0.713 1.552
C 4.000 1.738 -1.090 -2.009
C 3.365 4.122 -1.190 -0.982
C 2.652 5.233 -0.789 -1.147
C 1.633 5.094 0.139 -0.626
C 1.266 3.846 0.622 0.016
C 0.225 3.755 1.699 -0.809
H -1.102 -1.899 3.964 0.451
H 0.301 -0.975 3.455 -0.332
H 0.498 -2.376 4.505 0.635
H -0.660 -4.542 3.667 0.532
H -0.376 -6.241 1.898 0.499
H 0.635 -5.595 -0.264 0.456
H 1.585 -4.103 -1.668 0.597
H 2.459 -2.777 -0.919 0.290
H 0.888 -2.494 -1.675 -0.001
H 2.787 -2.661 2.066 0.428
H 3.122 -1.318 3.174 0.461
H 4.005 -1.428 1.666 0.545
H 3.412 1.011 3.084 0.665
H 3.566 2.345 1.917 0.411
H 4.441 0.823 1.675 0.402
H 3.616 0.739 -0.897 0.111
H 4.938 1.859 -0.543 0.491
H 4.235 1.789 -2.150 0.526
H 4.198 4.231 -1.873 0.562
H 2.914 6.212 -1.166 0.468
H 1.119 5.971 0.514 0.515
H -0.085 4.752 2.004 0.668
H 0.614 3.247 2.586 0.183
H -0.668 3.233 1.361 -0.134
O -4.196 -6.540 0.167 -0.599
N -3.695 -6.169 -0.868 1.086
O -3.592 -6.802 -1.890 -0.589
C -3.109 -4.810 -0.868 -0.987
C -3.191 -4.050 0.276 0.003
C -2.595 -2.803 0.276 -0.230
C -1.905 -2.294 -0.836 0.453
O -1.340 -1.104 -0.790 -0.112
C -1.901 -3.093 -1.990 -0.639
C -2.491 -4.344 -2.008 -0.377
N -1.263 -2.642 -3.244 0.997
O -0.674 -1.574 -3.226 -0.450
O -1.400 -3.342 -4.215 -0.637
N -2.692 -2.027 1.507 0.426
O -3.434 -2.414 2.368 -0.655
O -1.923 -1.077 1.667 0.313
H -3.702 -4.424 1.151 0.734
H -2.463 -4.947 -2.905 0.759
C -3.396 3.495 -3.181 -0.795
C -3.302 2.140 -3.459 -0.903
C -2.227 1.403 -2.980 -0.052
C -1.261 2.042 -2.215 -1.406
C -1.341 3.404 -1.939 0.632
C -2.411 4.129 -2.428 -0.873
N -0.116 1.290 -1.724 1.981
C 0.979 1.150 -2.631 0.524
C 1.235 2.096 -3.618 0.078
C 2.264 1.877 -4.520 -0.885
C 3.033 0.721 -4.456 -1.017
C 2.782 -0.213 -3.463 -0.426
C 1.765 0.011 -2.551 0.015
H -4.234 4.065 -3.558 0.440
H -4.062 1.654 -4.055 0.496
H -2.124 0.350 -3.204 0.428
H -0.563 3.879 -1.352 0.380
H -2.481 5.190 -2.227 0.495
H 0.624 2.984 -3.697 0.597
H 2.453 2.608 -5.294 0.487
H 3.812 0.546 -5.185 0.439
H 3.368 -1.122 -3.409 0.511
H 1.550 -0.738 -1.799 -0.486
```

# 2
A structure of composition C44H37As2GdN4S8. Source: OMol25; level of theory: the ωB97M-V functional and the def2-TZVPD basis.

Properties
- Energy relative to the best compared isomer or geometry (same formula, charge and spin): 70.0 kJ/mol
- Multiplicity: 8
- E_tot: -281383.5419 eV
- Expectation value of S²: 16.05
- E_HOMO (alpha / beta): -6.85 / -6.89 eV
- Molar mass: 1185.4 g/mol
- Gap between HOMO and LUMO (alpha / beta): 0.1912 / 0.1994 Eh

```
96
Properties=species:S:1:pos:R:3:mulliken_charge:R:1
Gd -0.604 -2.121 -1.681 1.154
C 0.567 -3.706 -6.934 -0.839
S 1.508 -4.382 -5.561 -0.004
C 0.587 -3.975 -4.160 0.470
S -0.961 -3.229 -4.189 -0.255
N 1.289 -4.458 -3.157 -1.151
N 0.708 -4.172 -1.938 0.764
C 1.088 -4.898 -0.920 -0.976
C 0.560 -4.553 0.363 1.162
C 0.865 -5.378 1.424 -1.050
C 0.276 -5.089 2.630 -0.325
C -0.583 -3.995 2.794 -1.228
C -0.755 -3.169 1.718 -0.344
N -0.244 -3.463 0.538 0.341
H -0.431 -4.199 -6.924 0.293
H 1.049 -3.948 -7.909 0.339
H 0.425 -2.627 -6.893 0.254
H 1.732 -5.776 -1.072 0.337
H 1.502 -6.276 1.278 0.412
H 0.418 -5.789 3.468 0.397
H -0.886 -3.752 3.808 0.441
H -1.197 -2.198 1.814 0.776
C -0.605 2.699 1.760 -1.036
C 0.405 1.812 2.413 -1.479
As 1.244 0.377 1.266 1.227
C 2.373 1.485 0.089 0.793
C 1.856 2.436 -0.769 -0.266
C 2.649 3.141 -1.677 -1.117
C 4.008 2.899 -1.717 -0.664
C 4.550 1.952 -0.882 -0.719
C 3.743 1.261 0.070 -0.696
C 2.514 -0.284 2.550 -0.063
C 3.369 0.514 3.285 -0.011
C 4.182 -0.050 4.227 -0.652
C 4.144 -1.391 4.530 -0.613
C 3.356 -2.222 3.740 -0.844
C 2.524 -1.649 2.733 0.192
As -2.360 1.730 1.371 0.611
C -3.158 1.689 3.203 0.434
C -3.706 0.424 3.501 -0.550
C -4.470 0.204 4.660 -0.534
C -4.750 1.259 5.501 -0.313
C -4.178 2.468 5.289 -0.556
C -3.506 2.724 4.076 -0.327
C -3.504 3.203 0.634 0.219
C -3.055 4.516 0.587 -0.207
C -3.846 5.492 0.014 -0.755
C -5.058 5.109 -0.529 -0.217
C -5.520 3.834 -0.559 -0.836
C -4.705 2.833 0.021 -0.520
H -0.224 3.133 0.867 0.555
H -0.753 3.577 2.420 0.534
H -0.069 1.249 3.215 0.443
H 1.261 2.363 2.885 0.495
H 0.813 2.675 -0.804 0.168
H 2.214 3.933 -2.273 0.454
H 4.693 3.454 -2.312 0.456
H 5.636 1.847 -0.847 0.413
H 4.177 0.497 0.678 0.546
H 3.373 1.570 3.045 0.360
H 4.859 0.619 4.761 0.363
H 4.748 -1.768 5.348 0.403
H 3.211 -3.288 3.884 0.453
H 1.855 -2.303 2.193 -0.062
H -3.579 -0.367 2.801 0.450
H -4.861 -0.791 4.821 0.392
H -5.350 1.084 6.405 0.319
H -4.325 3.352 5.965 0.299
H -3.112 3.725 3.890 0.294
H -2.134 4.797 1.027 0.402
H -3.610 6.552 -0.050 0.394
H -5.708 5.959 -0.931 0.232
H -6.445 3.623 -1.059 0.429
H -5.002 1.809 -0.014 0.551
S -6.648 1.377 -3.533 -0.209
C -5.266 0.700 -2.907 0.070
S -5.245 -0.688 -1.906 -0.160
C -3.519 -0.731 -1.547 0.197
C -2.772 0.256 -2.136 -0.185
S -1.090 0.611 -1.952 -0.411
S -3.735 1.398 -3.126 -0.052
S -3.010 -2.022 -0.453 -0.406
S 4.366 -1.746 -1.503 -0.342
C 2.728 -1.909 -1.039 0.074
N 1.894 -1.375 -1.844 1.196
C 2.465 -0.735 -2.896 -0.751
C 1.843 0.082 -3.854 -0.393
C 2.644 0.693 -4.796 -0.909
C 4.056 0.575 -4.801 -0.603
C 4.684 -0.160 -3.822 -0.652
C 3.867 -0.794 -2.859 1.290
H 2.415 -2.600 -0.214 -0.235
H 0.768 0.268 -3.782 0.259
H 2.144 1.337 -5.530 0.422
H 4.591 1.140 -5.515 0.498
H 5.742 -0.290 -3.783 0.491
```

# 3
A structure of composition C44H37F9N3O7PRuS2Si. Source: OMol25; level of theory: the ωB97M-V functional and the def2-TZVPD basis.

Properties
- Energy relative to the best compared isomer or geometry (same formula, charge and spin): 69.3 kJ/mol
- Multiplicity: 1
- E_tot: -130912.3456 eV
- E_HOMO: -7.39 eV
- Molar mass: 1115.0 g/mol
- Gap between HOMO and LUMO: 0.2248 Eh

```
105
Properties=species:S:1:pos:R:3:mulliken_charge:R:1
Ru 0.448 -0.086 -0.718 0.790
O -3.051 -5.704 -2.905 -0.677
C -2.392 -4.972 -3.656 -0.081
O -2.200 -4.995 -4.884 -0.685
C -1.780 -3.750 -2.989 0.596
C -2.465 -2.538 -2.923 -1.092
C -1.878 -1.428 -2.363 -0.706
N -0.629 -1.417 -1.880 1.108
C 0.035 -2.608 -1.906 0.128
C -0.499 -3.756 -2.430 -0.700
C 1.454 -2.585 -1.378 0.098
O 2.134 -3.562 -1.206 -0.694
O 1.897 -1.354 -1.169 -0.599
H -3.471 -2.468 -3.315 0.490
H -2.432 -0.507 -2.295 0.427
H 0.100 -4.657 -2.415 0.602
N 6.078 0.907 3.466 -0.344
C 5.804 1.665 2.394 -0.139
S 6.755 2.892 1.871 -0.331
C 4.520 1.317 1.711 0.687
C 4.404 1.404 0.331 -0.878
C 3.202 1.090 -0.263 -0.898
N 2.098 0.744 0.420 0.650
C 2.221 0.642 1.749 -0.699
C 3.402 0.906 2.421 -1.283
H 6.938 1.072 3.963 0.224
H 5.563 0.065 3.661 0.215
H 5.252 1.697 -0.272 0.546
H 3.123 1.082 -1.339 0.557
H 1.347 0.323 2.289 0.919
H 3.411 0.824 3.500 0.535
C -0.126 2.741 2.306 -0.486
Si -1.779 2.492 1.520 0.347
C -3.145 2.714 2.751 -1.170
C -1.989 3.546 0.015 -0.588
H 0.025 3.810 2.478 0.536
H 0.678 2.387 1.662 -0.281
H -0.049 2.220 3.261 0.365
H -2.993 3.668 3.263 0.419
H -3.140 1.931 3.509 0.339
H -4.132 2.732 2.286 0.321
H -1.936 4.601 0.296 0.534
H -2.950 3.380 -0.475 0.187
H -1.192 3.366 -0.709 0.081
F 2.123 7.633 -2.995 -0.262
C 2.857 6.795 -2.242 0.719
F 2.872 7.284 -0.992 -0.280
F 4.118 6.847 -2.710 -0.252
C 2.314 5.392 -2.297 0.274
C 2.041 4.832 -3.541 -1.282
C 1.566 3.538 -3.621 -0.592
C 1.368 2.784 -2.461 -0.175
C 1.627 3.364 -1.228 0.389
C 2.105 4.666 -1.139 -1.032
P 0.711 1.075 -2.580 3.221
C -0.802 1.459 -3.529 0.759
C -0.840 1.434 -4.920 -0.602
C -1.980 1.844 -5.595 -1.299
C -3.077 2.302 -4.882 0.027
C -3.048 2.343 -3.496 -0.916
C -1.913 1.917 -2.829 0.150
C -4.286 2.803 -5.627 0.872
F -5.398 2.744 -4.874 -0.272
F -4.125 4.091 -5.995 -0.255
F -4.511 2.098 -6.745 -0.264
C 1.799 0.206 -3.751 0.252
C 1.337 -0.943 -4.388 -0.384
C 2.183 -1.684 -5.197 -0.954
C 3.496 -1.274 -5.372 0.207
C 3.965 -0.126 -4.752 -1.390
C 3.117 0.614 -3.945 -0.592
C 4.447 -2.074 -6.222 0.731
F 5.135 -1.276 -7.063 -0.268
F 3.816 -2.994 -6.963 -0.275
F 5.356 -2.715 -5.464 -0.253
H 2.195 5.413 -4.441 0.437
H 1.351 3.112 -4.593 0.586
H 1.441 2.802 -0.322 0.115
H 2.309 5.107 -0.173 0.619
H 0.007 1.068 -5.485 0.485
H -2.016 1.801 -6.675 0.446
H -3.913 2.684 -2.944 0.519
H -1.903 1.913 -1.746 -0.209
H 0.313 -1.277 -4.263 0.686
H 1.816 -2.577 -5.683 0.573
H 4.987 0.195 -4.905 0.448
H 3.489 1.522 -3.487 0.444
C -6.590 -1.554 4.942 -1.515
C -5.367 -1.250 4.124 0.956
C -5.494 -0.683 2.855 -0.864
C -4.385 -0.424 2.075 -0.490
C -3.126 -0.721 2.579 -0.097
C -2.967 -1.298 3.830 -0.573
C -4.094 -1.553 4.596 -0.771
S -1.707 -0.544 1.570 1.371
O -1.745 -1.541 0.553 -0.591
O -1.882 0.856 0.855 0.123
O -0.539 -0.460 2.404 -0.782
H -7.315 -0.742 4.882 0.375
H -6.339 -1.716 5.989 0.369
H -7.077 -2.457 4.570 0.311
H -6.481 -0.452 2.472 0.407
H -4.498 -0.007 1.083 0.445
H -1.979 -1.537 4.200 0.449
H -3.982 -2.002 5.575 0.352
```